Density functional theory data (ωB97M-V/def2-TZVPD) for a molecular structure, C55H36F15Ge2N2O4PbS in a non-equilibrium geometry.

Output
* ΔE to the lowest compared entry with this formula, charge and spin: 14.0 kcal per mole
* LUMO (alpha / beta): -0.9 / -0.9 eV
* orbital gap (alpha / beta): 4.8 / 6.8 eV
* highest occupied orbital energy (alpha / beta): -5.70 / -7.72 eV
* net charge: 0
* multiplicity: 2
* E: -8770.64154 Ha
* max |F|: 1.98 eV/A

```
116
Properties=species:S:1:pos:R:3:forces:R:3:lowdin_spin:R:1
Pb -0.2164 -0.5281 0.5518 0.8 0.4 0.8 0.015
C -5.2386 -1.7927 -0.4498 -0.1 0.0 0.0 0.000
C -4.1661 -2.8881 -0.3864 -0.8 -0.2 -0.6 0.000
C -3.0350 -2.4055 0.3330 0.8 0.2 0.6 0.001
N -2.1536 -1.9475 0.9047 -0.6 -0.7 0.3 0.002
H -6.1658 -2.2027 -0.8429 0.0 0.0 0.0 0.000
H -4.9143 -0.9819 -1.0966 0.0 0.1 0.0 0.000
H -5.4279 -1.3822 0.5404 -0.1 0.0 0.0 0.000
H -3.8195 -3.1497 -1.3905 -0.1 -0.1 0.1 0.000
H -4.5522 -3.7864 0.0993 0.1 0.0 0.0 0.000
O 1.7200 0.5799 -0.7547 0.3 0.3 -0.2 0.000
C 1.2562 1.5441 -1.3423 0.4 -0.4 0.2 0.000
O 0.3017 2.2423 -0.8092 -0.7 0.8 0.1 0.001
C 1.7219 1.9338 -2.6975 -0.1 -0.2 -0.5 0.000
C 1.0743 1.3651 -3.7939 0.2 0.2 -0.2 0.000
C 1.4337 1.7476 -5.0781 -0.1 0.0 0.2 0.000
C 2.4346 2.6759 -5.2755 0.5 0.5 0.2 0.000
C 3.0912 3.2232 -4.1723 -1.4 -1.4 0.3 0.000
C 2.7415 2.8472 -2.8748 0.3 0.3 -0.3 0.000
N 4.1031 4.2077 -4.3653 1.2 1.3 -0.2 0.000
O 4.3910 4.5158 -5.5144 -0.1 -0.2 0.6 0.000
O 4.6107 4.7076 -3.3661 -0.2 -0.3 -0.6 0.000
H 0.2936 0.6349 -3.6452 -0.1 -0.1 0.1 0.000
H 0.9155 1.3264 -5.9253 0.0 0.0 -0.1 0.000
H 2.7313 2.9939 -6.2622 0.0 0.0 -0.1 0.000
H 3.2631 3.2846 -2.0369 0.0 0.0 0.0 0.000
C 0.3286 5.0870 -1.9882 -0.6 -0.6 0.1 0.000
Ge -0.8630 3.5584 -1.5122 0.2 -0.3 0.2 0.000
C -1.7251 2.5867 -3.0188 0.3 0.6 0.7 0.000
C -1.7219 3.0781 -4.3166 0.0 0.1 0.1 0.000
C -2.2334 2.3152 -5.3518 0.0 0.1 -0.1 0.000
C -2.7510 1.0575 -5.0956 0.0 -0.1 0.0 0.000
C -2.7709 0.5665 -3.8005 0.0 -0.1 0.1 0.000
C -2.2694 1.3331 -2.7644 0.1 0.1 0.2 0.000
C -2.0499 3.6605 0.0916 0.6 -0.1 -0.6 0.000
C -1.7550 2.9807 1.2457 0.4 0.0 -0.4 0.000
C -2.6639 2.9227 2.3124 -0.3 0.1 0.2 0.000
C -3.8629 3.5712 2.2286 0.2 -0.1 0.1 0.000
C -4.1902 4.3257 1.0833 0.1 0.0 -0.3 0.000
C -5.3981 5.0489 0.9862 -0.1 0.1 -0.1 0.000
C -5.6812 5.7893 -0.1278 -0.1 -0.1 0.2 0.000
C -4.7755 5.8313 -1.2001 0.2 0.0 -0.2 0.000
C -3.6057 5.1300 -1.1370 -0.1 0.1 -0.1 0.000
C -3.2735 4.3665 -0.0016 -0.2 0.0 0.2 0.000
H -0.2236 6.0188 -2.0485 -0.2 0.1 0.0 0.000
H 0.8037 4.9014 -2.9481 0.0 -0.1 -0.1 0.000
H 1.1036 5.1921 -1.2340 0.0 -0.1 0.1 0.000
H -1.3124 4.0578 -4.5203 0.1 0.1 -0.1 0.000
H -2.2172 2.6968 -6.3612 0.0 0.1 -0.1 0.000
H -3.1360 0.4566 -5.9059 0.0 -0.1 -0.1 0.000
H -3.1577 -0.4199 -3.5952 0.0 -0.1 0.0 0.000
H -2.2701 0.9456 -1.7515 0.0 -0.1 0.0 0.001
H -0.8036 2.4786 1.3331 0.0 -0.1 0.0 0.000
H -2.4083 2.3562 3.1966 0.0 0.0 0.1 0.000
H -4.5715 3.5270 3.0424 -0.1 0.0 0.1 0.000
H -6.0905 5.0113 1.8163 -0.1 0.0 0.0 0.000
H -6.6028 6.3471 -0.1928 -0.1 0.0 0.0 0.000
H -5.0083 6.4249 -2.0718 0.0 0.0 -0.1 0.000
H -2.8990 5.1561 -1.9584 -0.1 0.1 -0.2 0.000
C 2.5774 0.3183 2.5562 -0.1 -0.1 -0.1 0.009
C 2.0895 -1.0642 2.9266 0.3 0.0 0.1 0.100
C 2.1130 -1.2480 4.4292 -0.1 -0.1 -0.2 0.010
C 1.0847 -1.7450 2.0853 -0.4 0.0 -0.5 0.073
C 2.5373 -2.2799 2.0022 -0.5 0.6 0.3 0.072
C 3.3624 -1.9882 0.8503 0.3 0.0 -0.4 0.190
C 4.3774 -2.8154 0.4669 -0.1 0.3 -0.1 0.010
C 4.6229 -4.0145 1.1413 0.3 -0.2 -0.1 0.254
C 3.8004 -4.3791 2.2069 -0.3 0.0 0.3 0.010
C 2.8024 -3.5517 2.6366 0.2 -0.5 0.2 0.190
H 1.9143 1.0579 3.0109 0.0 0.1 0.0 0.003
H 2.5880 0.4884 1.4855 0.0 0.1 -0.1 0.001
H 3.5809 0.4914 2.9422 0.1 0.0 0.0 0.001
H 1.5689 -0.4241 4.8930 -0.1 0.1 0.1 0.003
H 3.1348 -1.2279 4.8079 0.1 0.0 0.0 0.001
H 1.6404 -2.1731 4.7422 0.0 -0.1 0.1 0.001
H 0.4623 -2.4423 2.6451 -0.1 0.0 -0.1 0.003
H 3.1683 -1.0909 0.2913 0.0 0.2 -0.2 0.012
H 5.0022 -2.5393 -0.3714 0.0 0.0 -0.1 -0.005
H 5.4370 -4.6563 0.8486 0.1 -0.1 -0.1 0.015
H 3.9565 -5.3286 2.6971 0.0 -0.1 0.1 -0.005
H 2.1836 -3.8508 3.4667 -0.1 -0.1 0.1 0.013
F 2.0859 -4.7919 -4.8956 -0.1 -0.2 -0.4 0.000
C 0.7482 -4.9326 -4.8896 -0.2 -0.1 0.1 0.000
C 0.0292 -4.1754 -3.9809 0.2 0.2 0.2 0.000
C -1.3451 -4.3178 -4.0113 0.2 -0.2 -0.2 0.000
F -2.1251 -3.6288 -3.1704 -0.3 -0.1 0.0 0.000
C -1.9805 -5.1760 -4.9029 0.1 0.0 0.0 0.000
F -3.3142 -5.2824 -4.8945 0.1 0.0 0.0 0.000
C -1.2303 -5.9237 -5.8006 0.1 0.2 0.2 0.000
F -1.8304 -6.7542 -6.6531 0.1 0.1 0.1 0.000
C 0.1559 -5.7970 -5.7981 0.0 0.0 0.1 0.000
F 0.8935 -6.4993 -6.6608 -0.1 0.0 0.0 0.000
Ge 1.0940 -2.9148 -2.8146 0.3 -0.7 -0.8 0.001
S -0.3294 -1.6314 -1.8287 0.1 -0.2 -0.1 0.004
C 2.4037 -4.2571 -2.0658 -0.5 0.5 0.1 0.000
C 3.7110 -4.4478 -2.4734 -0.1 -0.3 0.3 -0.001
F 4.2680 -3.6234 -3.3619 0.3 -0.1 -0.1 0.000
C 4.4723 -5.5127 -2.0025 -0.2 0.1 0.0 0.003
F 5.7302 -5.6813 -2.4146 0.0 0.0 0.0 0.000
C 3.9157 -6.4173 -1.1062 -0.3 0.2 -0.1 0.005
F 4.6377 -7.4418 -0.6546 -0.1 0.2 0.0 0.000
C 2.5951 -6.2576 -0.6973 0.0 0.0 -0.1 0.002
F 2.0418 -7.1456 0.1338 0.1 0.1 -0.1 0.000
C 1.8705 -5.1828 -1.1902 0.1 0.0 -0.1 0.000
F 0.5729 -5.0429 -0.8637 0.1 -0.2 0.3 0.000
C 2.1409 -1.8293 -4.1283 -0.2 0.0 0.4 0.000
C 1.8482 -1.7039 -5.4699 0.1 0.1 0.2 0.000
F 0.7392 -2.2923 -5.9521 0.2 0.2 -0.4 0.000
C 2.6581 -0.9754 -6.3322 0.0 -0.1 0.1 0.000
F 2.3636 -0.8932 -7.6345 0.0 0.1 0.1 0.000
C 3.7761 -0.3179 -5.8262 -0.2 -0.3 0.2 0.000
F 4.5618 0.3808 -6.6429 -0.1 0.0 0.1 0.000
C 4.0580 -0.3809 -4.4634 -0.1 -0.1 0.0 0.000
F 5.1044 0.2819 -3.9675 0.0 0.0 0.0 0.000
C 3.2331 -1.1358 -3.6436 -0.2 0.0 -0.3 0.000
F 3.4865 -1.2406 -2.3345 0.3 0.3 0.0 0.001
```
Positions in Å, forces in eV/Å.